# 1
Below is a cluster of 5 separate species, C19H35Cl8N2O3P2 in total in a non-equilibrium geometry, with properties calculated with ωB97M-V/def2-TZVPD.

The geometry in XYZ format:
```
69
Properties=species:S:1:pos:R:3:forces:R:3:nbo_charge:R:1
C -1.83269 1.08573 -4.27542 -0.9 0.1 -0.7 -0.638
C -0.39178 0.33846 -4.52282 -1.3 -0.6 -0.3 -0.725
P 0.85511 0.48972 -3.08424 0.8 0.6 0.1 0.795
C 2.18624 -0.87629 -3.46323 -0.2 -0.9 0.8 -0.684
C 2.84322 -0.74674 -4.95974 -0.1 -0.9 0.4 -0.652
C 0.03673 -0.15369 -1.44272 -2.5 -3.1 2.2 -0.297
C -0.89459 -1.51975 -1.61258 1.5 2.7 3.1 0.045
N -1.58033 -2.18057 -0.41644 2.3 3.2 -0.2 -0.707
P -2.53020 -3.67320 -0.80037 -3.2 -3.3 1.5 2.302
O -3.38352 -4.20520 0.41975 3.8 2.5 -4.9 -0.954
O -1.35209 -4.85437 -1.40300 -1.6 3.9 0.4 -0.913
O -3.53530 -3.25246 -2.20284 4.4 -1.2 1.8 -0.895
C -1.41926 -1.59602 0.97135 1.9 2.4 -0.8 0.101
C -0.52809 -0.22174 1.30359 -0.4 -1.8 -4.4 -0.221
C 0.24611 0.54035 0.03214 -2.3 -3.1 -0.1 0.154
C 1.19011 1.86912 0.23475 0.6 -0.5 -0.3 -0.552
C 0.50085 3.28449 -0.22299 -2.2 0.4 -3.2 0.110
N -0.25797 3.37167 -1.38670 3.2 0.1 5.6 -0.598
H -2.17373 1.14662 -3.15653 0.9 -0.1 -2.1 0.225
H -2.67093 0.46666 -4.85584 1.8 1.3 1.3 0.223
H -1.86346 2.17020 -4.75995 0.3 -2.3 1.3 0.239
H -0.62571 -0.80388 -4.68720 0.6 2.1 -0.2 0.200
H 0.10377 0.83677 -5.47962 -0.8 -1.4 2.1 0.278
H 2.98471 -0.78829 -2.60505 -1.5 -0.1 -1.7 0.240
H 1.62902 -1.91463 -3.27279 1.4 1.9 -0.8 0.194
H 1.93959 -0.67039 -5.72528 2.4 -0.2 1.5 0.238
H 3.47456 -1.74516 -5.13155 -1.6 2.2 0.2 0.235
H 3.62044 0.13337 -5.08168 -2.0 -1.6 0.4 0.238
H -1.02642 -2.00527 -2.68486 0.2 1.1 2.6 0.248
H -0.66108 -4.39554 -1.97115 -1.0 -0.8 0.9 0.499
H -2.92364 -3.45606 -2.99124 -1.6 0.3 1.3 0.496
H -1.93375 -2.14820 1.88666 1.0 1.1 -2.5 0.301
H -0.45955 0.18374 2.41435 -0.3 -1.0 -2.5 0.306
H 2.15260 1.71108 -0.45339 -2.2 0.3 1.3 0.280
H 1.62298 1.90508 1.34582 -1.4 0.0 -2.4 0.282
H 0.70408 4.25276 0.44416 -0.3 -2.4 -1.3 0.212
H -0.55537 4.37340 -1.45406 0.3 -0.9 0.0 0.354
Cl 2.12327 -2.21620 -8.21395 0.0 0.0 0.0 -0.062
C 1.93395 -0.92521 -9.42635 0.0 0.3 -0.3 -0.390
C 2.67004 0.34532 -9.03124 0.2 -0.2 -0.4 -0.386
Cl 1.92020 1.14819 -7.62928 -0.1 0.2 -0.1 -0.068
H 0.86369 -0.74443 -9.56602 0.2 0.0 0.1 0.227
H 2.33889 -1.31221 -10.36619 0.0 0.1 0.2 0.233
H 2.64386 1.06217 -9.85746 -0.1 -0.2 0.1 0.233
H 3.71802 0.14511 -8.78770 -0.3 0.0 0.0 0.229
Cl 4.18658 2.25200 4.25578 0.0 0.0 -0.1 -0.055
C 3.08328 1.54772 5.46372 -0.1 0.0 0.0 -0.408
C 1.84378 0.94193 4.82432 0.2 -0.4 0.1 -0.399
Cl 0.76859 2.18299 4.13432 -0.1 0.1 -0.2 -0.070
H 2.82426 2.32969 6.18419 0.0 -0.1 -0.3 0.239
H 3.64595 0.77194 5.99156 -0.1 0.1 -0.3 0.236
H 1.26201 0.40347 5.57853 0.1 0.3 -0.3 0.247
H 2.10395 0.23726 4.02846 0.1 0.2 0.1 0.212
Cl 2.01202 0.46349 7.83194 -0.2 -0.2 0.9 -0.071
C 0.90872 -0.24079 9.03987 -0.3 -0.2 0.4 -0.386
C -0.33078 -0.84658 8.40048 0.1 -0.2 0.2 -0.395
Cl -1.40596 0.39448 7.71048 0.1 0.0 -0.1 -0.055
H 0.64970 0.54118 9.76034 0.0 -0.1 -0.3 0.233
H 1.47139 -1.01657 9.56772 -0.1 0.1 -0.2 0.231
H -0.91255 -1.38504 9.15469 0.2 0.1 -0.1 0.232
H -0.07061 -1.55125 7.60461 0.0 0.2 0.1 0.220
Cl -3.43887 -0.50485 3.62490 0.1 0.0 -0.1 -0.091
C -4.41169 0.32242 4.86654 -0.3 0.3 0.4 -0.380
C -4.26054 1.83404 4.80079 -0.2 -0.1 -0.1 -0.394
Cl -2.63591 2.36931 5.29721 0.0 0.0 -0.1 -0.049
H -4.11863 -0.07006 5.84518 0.1 0.1 -0.3 0.235
H -5.45483 0.04519 4.68753 0.2 0.1 -0.1 0.232
H -4.97206 2.30868 5.48319 0.1 -0.2 -0.1 0.233
H -4.45040 2.21487 3.79254 0.1 -0.1 0.2 0.225
```
Forces are in eV/Å.

Its total energy is -148135.5381 eV. The charge is +1. For the LUMO energy, the calculation gives -0.17747 Eh. As for the HOMO-LUMO gap: 6.244 eV. As for the molar mass: 685.072 g/mol. Its strongest force on any atom is 6.73 eV/Å. As for the HOMO energy: -11.0731 eV.

# 2
Below is a structure of composition C19H35F6O2PRuSSb, with properties calculated with ωB97M-V/def2-TZVPD.

The geometry in XYZ format:
```
66
Properties=species:S:1:pos:R:3:forces:R:3:mulliken_spin:R:1
Ru -0.26924 -1.21647 0.20695 0.0 -0.3 -0.3 3.897
C -1.25636 -1.51699 -3.80945 0.1 0.1 0.0 0.003
S -1.90053 -2.41497 -2.41719 0.1 0.0 0.1 0.025
C -3.63624 -2.35257 -2.78789 -0.1 0.0 0.0 0.011
O -1.78440 -1.39332 -1.22922 0.0 0.0 0.0 0.143
H -1.31885 -2.17045 -4.68007 0.0 0.0 0.0 0.001
H -0.21310 -1.29930 -3.58878 0.0 0.0 -0.1 0.004
H -1.83357 -0.60554 -3.95568 0.0 0.0 0.0 0.000
H -3.77866 -2.83002 -3.75822 0.0 0.0 0.0 0.003
H -3.95578 -1.31201 -2.81291 0.0 0.0 0.0 0.000
H -4.17089 -2.91362 -2.02485 0.0 0.0 0.0 0.000
C 0.41383 -2.77465 3.32533 0.0 0.0 -0.1 -0.042
O -0.78402 -3.23743 2.62995 0.0 0.1 0.1 0.027
C -1.24336 -2.72521 1.57571 0.1 0.0 0.0 0.170
C -2.49399 -3.36884 1.11468 0.0 0.0 0.0 0.093
H 1.11306 -3.60432 3.31747 0.0 0.0 0.0 0.002
H 0.09303 -2.54377 4.33582 0.0 0.0 0.0 0.003
H 0.82389 -1.90584 2.82133 0.0 0.0 0.0 0.045
H -2.94411 -3.97918 1.89638 0.0 0.0 0.0 0.007
H -2.20647 -4.01808 0.27856 0.0 0.0 0.0 -0.005
H -3.19076 -2.62325 0.73415 0.0 0.0 0.0 -0.002
F 0.76958 -2.11396 -1.60222 0.0 0.1 -0.1 0.066
Sb 1.92379 -3.57142 -0.89415 -0.2 0.2 0.2 -0.006
F 3.33793 -2.44282 -1.28366 0.2 0.1 0.0 0.001
F 2.84849 -4.73206 0.19193 0.1 -0.1 0.0 0.001
F 1.88196 -4.40294 -2.53481 0.0 -0.2 -0.1 0.000
F 0.25148 -4.26992 -0.36514 -0.2 -0.1 0.0 0.007
F 1.58044 -2.37474 0.66989 0.1 0.1 0.2 0.062
C 2.48228 0.57535 2.01924 0.1 0.0 0.0 0.082
C 1.28220 1.52807 2.02811 -0.1 -0.1 0.0 -0.011
C 0.40334 1.25038 3.25423 0.0 0.1 0.0 0.026
C 1.79816 2.97029 2.02656 0.1 0.0 0.1 0.015
P 0.31068 1.21153 0.46729 -0.1 0.4 0.2 0.248
C 1.34334 1.72576 -0.91239 0.0 -0.1 0.0 -0.094
C 1.32262 3.03205 -1.40868 0.0 0.0 0.0 -0.002
C 2.19371 3.39702 -2.42090 0.0 0.0 0.0 0.004
C 3.08879 2.47130 -2.94448 0.0 0.0 0.0 0.008
C 3.12266 1.17654 -2.45056 0.0 0.0 0.0 0.008
C 2.25109 0.80405 -1.43761 0.1 0.0 0.0 0.049
C -1.38061 2.01304 0.41050 0.0 -0.1 -0.1 0.003
C -2.35864 1.11902 1.19292 0.0 0.0 0.1 0.159
C -1.43877 3.42479 0.99994 -0.1 0.0 0.0 0.009
C -1.81924 2.04519 -1.06147 0.0 0.1 0.0 0.005
H 3.09444 0.78662 2.89822 0.0 0.0 0.0 0.003
H 3.11321 0.71597 1.14088 0.0 0.0 0.0 -0.003
H 2.19242 -0.47457 2.06601 0.0 0.0 0.0 -0.008
H 1.04096 1.16661 4.13620 0.0 0.0 0.0 0.002
H -0.15599 0.31434 3.16773 0.0 -0.1 0.0 0.010
H -0.30859 2.05295 3.44302 0.0 0.0 0.0 0.003
H 2.31987 3.13721 2.97229 0.0 0.0 0.0 0.003
H 1.00615 3.71216 1.95718 0.0 0.0 0.0 0.000
H 2.51364 3.14022 1.22315 0.0 0.0 0.0 -0.001
H 0.64768 3.77203 -1.00259 0.0 0.0 0.0 0.001
H 2.18030 4.41103 -2.79743 0.0 0.0 0.0 0.001
H 3.76836 2.76742 -3.73244 0.0 0.0 0.0 0.000
H 3.82986 0.45778 -2.84252 0.0 0.0 0.0 0.000
H 2.31579 -0.20134 -1.04223 0.0 -0.1 0.0 0.015
H -2.20447 1.16429 2.26945 0.0 0.0 0.0 -0.010
H -2.32105 0.06156 0.88925 0.0 0.0 -0.1 -0.063
H -3.37910 1.44492 0.98323 0.0 0.0 0.0 0.006
H -1.12817 3.45903 2.04163 0.0 0.0 0.0 0.001
H -2.47881 3.75782 0.96266 0.0 0.0 0.0 0.003
H -0.85209 4.14492 0.43343 0.0 0.0 0.0 0.000
H -1.80987 1.05516 -1.51940 0.0 0.0 0.0 0.014
H -1.19828 2.70618 -1.66236 -0.1 0.0 0.0 -0.001
H -2.84501 2.41702 -1.10197 0.0 0.0 0.0 -0.001
```
Forces are in eV/Å.

Its total energy is -69899.5785 eV. The charge is +2. For the LUMO energy (alpha / beta), the calculation gives -0.22971 / -0.32368 Eh. The energy relative to the best compared isomer or geometry (same formula, charge and spin) is 0.0 kcal/mol. The multiplicity is 6. As for the HOMO-LUMO gap (alpha / beta): 8.710 / 6.274 eV. As for the molar mass: 695.346 g/mol. Its strongest force on any atom is 0.42 eV/Å. As for the HOMO energy (alpha / beta): -14.9606 / -15.0817 eV.